# C6H6IO

An isolated ion of composition C6H6IO and charge +1 in a non-equilibrium geometry (ωB97M-V/def2-TZVPD, OMol25).

LUMO level (alpha / beta): -6.50 / -6.27 eV
E: -16453.59982 eV
orbital gap (alpha / beta): 6.553 / 6.209 eV
energy relative to the best compared isomer or geometry (same formula, charge and spin): 4.417 eV
molecular weight: 221.02 g/mol

```
! wB97M-V def2-TZVPD RIJCOSX def2/J DEFGRID3
* xyz 1 1
I -4.01 1.86 1.93
O -0.35 1.07 -0.73
C 1.30 -0.62 -0.78
C -0.12 -0.25 1.19
C -2.39 0.69 1.85
C -1.16 0.26 1.99
C 1.39 -0.36 -2.13
C 0.29 0.22 -0.17
H -0.97 0.21 3.03
H 0.46 -0.51 -2.70
H 1.75 -1.37 -0.09
H 1.31 0.71 -2.26
H 0.28 -1.17 1.53
H 2.20 -0.73 -2.66
*
```

---

# C6H6KLiO6

C6H6KLiO6 as an isolated structure in a non-equilibrium geometry (ωB97M-V/def2-TZVPD, OMol25).

LUMO level: -1.36 eV
E: -35130.91715 eV
orbital gap: 4.941 eV
energy relative to the best compared isomer or geometry (same formula, charge and spin): 0.000 eV
molecular weight: 220.15 g/mol

```
! wB97M-V def2-TZVPD RIJCOSX def2/J DEFGRID3
* xyz 0 1
K 1.72 5.05 -0.22
O 0.57 -0.44 1.76
O 2.66 2.47 0.03
O 0.12 -0.50 -1.90
O 2.00 0.37 0.15
O 0.52 2.03 -0.23
O -2.84 -0.62 -0.84
C -1.66 -0.99 -0.27
C 0.04 -1.03 -0.66
C -2.54 -0.10 0.47
C 1.72 1.66 -0.03
C 0.96 -0.55 0.45
C 1.17 -1.91 -0.11
Li -0.41 1.21 -1.69
H -3.17 -0.49 1.27
H 2.04 -2.04 -0.76
H -2.27 0.96 0.48
H -1.18 -2.18 -0.23
H 0.89 -2.76 0.52
H -0.34 -0.12 1.80
*
```

---

# C6H6LiNdO2

C6H6LiNdO2 as an isolated structure in a non-equilibrium geometry (ωB97M-V/def2-TZVPD, OMol25).

LUMO level (alpha / beta): -18.29 / -18.41 eV
expectation value of S²: 3.88
E: -25841.73188 eV
orbital gap (alpha / beta): 5.900 / 5.385 eV
molecular weight: 261.29 g/mol

```
! wB97M-V def2-TZVPD RIJCOSX def2/J DEFGRID3
* xyz 4 4
Nd 1.57 1.99 -1.36
O 2.14 -0.45 -0.83
O -0.66 0.07 3.01
C 0.38 -2.13 -0.43
C -1.36 -0.17 0.61
C 1.43 -1.45 -0.80
C -1.37 0.98 -0.25
C -1.02 -0.02 1.94
C -0.84 2.24 -0.04
Li 4.19 -0.93 -0.30
H 0.38 -2.76 0.46
H -2.17 -0.90 0.48
H -1.76 0.76 -1.25
H -0.52 2.55 0.96
H 0.72 -2.79 -1.42
H -1.11 3.02 -0.77
*
```

---

# C6H6N

An isolated ion of composition C6H6N and charge +1 in a non-equilibrium geometry (ωB97M-V/def2-TZVPD, OMol25).

LUMO level (alpha / beta): -6.88 / -6.35 eV
E: -7796.15139 eV
orbital gap (alpha / beta): 7.412 / 8.182 eV
energy relative to the best compared isomer or geometry (same formula, charge and spin): 3.591 eV
molecular weight: 92.12 g/mol

```
! wB97M-V def2-TZVPD RIJCOSX def2/J DEFGRID3
* xyz 1 1
N 1.71 0.56 0.37
C 0.48 -1.47 -0.28
C 1.69 -0.67 0.22
C -0.76 -0.65 -0.26
C 0.78 1.29 -0.27
C -1.29 0.13 0.81
C -0.55 0.84 -0.42
H -0.81 0.13 1.78
H -2.34 0.37 0.83
H 0.80 -1.78 -1.28
H -1.20 1.43 -1.05
H 1.13 2.21 -0.74
H 0.36 -2.39 0.30
*
```

---

# C6H6N2

One molecule with the formula C6H6N2 in a non-equilibrium geometry (ωB97M-V/def2-TZVPD, OMol25).

LUMO level: 0.53 eV
E: -9293.34842 eV
orbital gap: 8.383 eV
energy relative to the best compared isomer or geometry (same formula, charge and spin): 5.396 eV
SMILES: C=C=C=CNN=C=C
molecular weight: 106.13 g/mol

```
! wB97M-V def2-TZVPD RIJCOSX def2/J DEFGRID3
* xyz 0 1
N -0.77 -0.08 -1.20
N -0.23 -1.28 -1.38
C 2.35 0.41 2.10
C -3.25 0.50 -1.24
C 1.86 0.09 0.95
C -1.97 0.15 -1.19
C 1.58 -0.64 -0.03
C 1.12 -1.44 -1.00
H -0.68 -2.22 -1.48
H 1.76 -2.20 -1.44
H -3.90 0.64 -0.35
H 1.87 1.30 2.67
H 3.35 0.18 2.32
H -3.62 0.94 -2.13
*
```

---

# C6H6N2NiO3S

C6H6N2NiO3S as an isolated structure in a non-equilibrium geometry (ωB97M-V/def2-TZVPD, OMol25).

LUMO level (alpha / beta): -9.02 / -11.50 eV
expectation value of S²: 2.02
E: -67301.47429 eV
orbital gap (alpha / beta): 8.862 / 6.337 eV
energy relative to the best compared isomer or geometry (same formula, charge and spin): 0.000 eV
molecular weight: 244.89 g/mol

```
! wB97M-V def2-TZVPD RIJCOSX def2/J DEFGRID3
* xyz 2 3
Ni 0.41 -0.36 -2.12
S 1.90 0.37 -0.94
O -2.39 -1.70 -4.24
O -0.87 2.05 -3.19
O 0.76 -3.27 -1.96
N 0.18 1.44 0.93
N 0.96 -0.52 1.47
C -0.45 1.18 2.22
C 0.67 -2.14 -1.93
C -1.53 -1.31 -3.65
C 0.96 0.42 0.52
C -0.34 1.17 -2.68
C 0.08 -0.20 2.59
H 0.66 -0.17 3.52
H -0.15 1.95 2.93
H 1.42 -1.42 1.36
H -0.01 2.26 0.36
H -1.55 1.21 2.13
H -0.71 -0.95 2.70
*
```

---

# C6H6N2O

One molecule with the formula C6H6N2O in a non-equilibrium geometry (ωB97M-V/def2-TZVPD, OMol25).

LUMO level: 0.64 eV
E: -11344.63132 eV
orbital gap: 8.657 eV
energy relative to the best compared isomer or geometry (same formula, charge and spin): 1.800 eV
SMILES: COc1[nH]ccc1C#N
molecular weight: 122.13 g/mol

```
! wB97M-V def2-TZVPD RIJCOSX def2/J DEFGRID3
* xyz 0 1
O 0.82 -1.55 0.16
N -3.11 -0.02 0.05
N 1.68 0.63 0.16
C 0.65 -0.20 0.22
C -0.37 -2.25 -0.05
C -2.02 0.40 0.08
C -0.07 2.00 -0.02
C -0.64 0.72 0.20
C 1.28 1.94 -0.02
H 2.54 0.21 -0.04
H -1.38 -1.70 0.00
H 1.96 2.66 -0.21
H -0.73 2.90 -0.15
H -0.41 -3.17 0.64
H -0.20 -2.58 -1.01
*
```

---

# C6H6N2O

C6H6N2O as an isolated structure in a non-equilibrium geometry (ωB97M-V/def2-TZVPD, OMol25).

LUMO level: -0.29 eV
E: -11343.35595 eV
orbital gap: 8.513 eV
energy relative to the best compared isomer or geometry (same formula, charge and spin): 3.076 eV
molecular weight: 122.13 g/mol

```
! wB97M-V def2-TZVPD RIJCOSX def2/J DEFGRID3
* xyz 0 1
O 2.10 0.15 -0.02
N 0.93 -2.49 -1.99
N 0.26 0.83 -1.23
C 0.92 -0.25 -0.67
C 0.98 -1.48 -1.46
C -0.79 1.38 -0.81
C -1.42 1.18 0.49
C -1.04 0.21 1.36
C -0.24 -0.85 0.89
H 0.58 -1.09 1.62
H -1.01 2.26 -1.38
H -0.78 -1.82 0.56
H 2.81 -0.19 -0.58
H -2.12 1.93 0.79
H -1.18 0.22 2.41
*
```

---

# C6H6N2O2

A 2-piece molecular cluster, C6H6N2O2 overall in a non-equilibrium geometry (ωB97M-V/def2-TZVPD, OMol25).

LUMO level: 0.42 eV
E: -13392.36381 eV
orbital gap: 10.264 eV
energy relative to the best compared isomer or geometry (same formula, charge and spin): 2.263 eV
SMILES: O=c1cc[nH]c(=O)[nH]1.C#C
molecular weight: 138.13 g/mol

```
! wB97M-V def2-TZVPD RIJCOSX def2/J DEFGRID3
* xyz 0 1
O 0.32 1.06 -2.95
O -1.20 0.86 1.47
N 0.27 -0.95 -1.75
N -0.29 1.07 -0.68
C -0.85 0.32 0.44
C -0.21 -1.74 -0.65
C 1.24 -0.05 2.40
C 1.30 0.14 3.58
C -0.76 -1.16 0.37
C 0.11 0.43 -1.89
H 1.33 0.17 4.66
H -1.05 -1.73 1.28
H -0.32 2.12 -0.79
H 0.94 -1.35 -2.40
H 1.44 -0.17 1.32
H -0.14 -2.81 -0.76
*
```

---

# C6H6N2O2

One molecule with the formula C6H6N2O2 in a non-equilibrium geometry (ωB97M-V/def2-TZVPD, OMol25).

LUMO level (alpha / beta): 0.33 / -0.83 eV
E: -13387.25843 eV
orbital gap (alpha / beta): 8.226 / 7.001 eV
energy relative to the best compared isomer or geometry (same formula, charge and spin): 7.368 eV
molecular weight: 138.13 g/mol

```
! wB97M-V def2-TZVPD RIJCOSX def2/J DEFGRID3
* xyz 0 1
O 2.41 -0.05 1.96
O -2.46 1.34 -2.43
N -0.55 -0.11 0.25
N 0.23 0.74 0.79
C -1.38 1.29 -1.64
C 1.24 0.70 1.58
C 3.09 -1.16 1.70
C -2.73 -0.37 -1.04
C -3.25 0.37 -2.04
C -1.42 0.25 -0.78
H 1.36 1.75 2.03
H 4.16 -0.83 1.67
H -4.23 0.23 -2.39
H -3.02 -1.24 -0.40
H 2.66 -2.16 1.72
H -0.66 1.94 -1.92
*
```

---

# C6H6N2O2S

One molecule with the formula C6H6N2O2S in a non-equilibrium geometry (ωB97M-V/def2-TZVPD, OMol25).

LUMO level: 0.44 eV
E: -24227.25488 eV
orbital gap: 9.297 eV
energy relative to the best compared isomer or geometry (same formula, charge and spin): 1.205 eV
SMILES: Nc1ccnc(C(=O)O)c1S
molecular weight: 170.19 g/mol

```
! wB97M-V def2-TZVPD RIJCOSX def2/J DEFGRID3
* xyz 0 1
S -0.09 -2.38 -0.23
O -2.77 -1.03 0.78
O -3.09 0.46 -0.77
N -0.76 1.59 0.05
N 2.51 -1.00 -0.16
C 0.44 2.03 0.11
C -2.32 -0.26 0.01
C 1.62 1.20 0.06
C -0.86 0.24 0.06
C 1.39 -0.21 -0.04
C 0.13 -0.55 -0.06
H -4.02 0.19 -0.73
H 3.42 -0.37 0.02
H -1.09 -2.43 0.86
H 2.32 -2.04 0.04
H 2.43 1.55 -0.02
H 0.74 3.00 0.02
*
```

---

# C6H6N2O3

One molecule with the formula C6H6N2O3 in a non-equilibrium geometry (ωB97M-V/def2-TZVPD, OMol25).

LUMO level: -1.67 eV
E: -15435.29559 eV
orbital gap: 7.673 eV
energy relative to the best compared isomer or geometry (same formula, charge and spin): 5.621 eV
SMILES: C=C/C=C\N=C(/C=O)[N+](=O)[O-]
molecular weight: 154.12 g/mol

```
! wB97M-V def2-TZVPD RIJCOSX def2/J DEFGRID3
* xyz 0 1
O 3.49 -1.46 -0.41
O 3.86 0.17 0.95
O 1.09 2.47 -0.67
N 1.45 -0.40 -1.28
N 3.20 -0.41 0.12
C -0.96 -0.80 0.25
C 1.97 0.28 -0.34
C -0.38 -0.23 1.30
C 0.24 -0.31 -1.82
C 1.72 1.72 0.03
C -0.93 -0.28 -1.16
H -1.35 -1.81 0.42
H -0.16 -0.80 2.15
H -1.80 -0.36 -1.65
H 0.11 -0.37 -2.97
H -0.15 0.86 1.46
H 2.28 2.02 0.86
*
```

---

# C6H6N2O3

One molecule with the formula C6H6N2O3 in a non-equilibrium geometry (ωB97M-V/def2-TZVPD, OMol25).

LUMO level: -0.51 eV
E: -15436.72802 eV
orbital gap: 8.728 eV
energy relative to the best compared isomer or geometry (same formula, charge and spin): 4.189 eV
SMILES: CC(/C=C\N=C=O)=C/[N+](=O)[O-]
molecular weight: 154.12 g/mol

```
! wB97M-V def2-TZVPD RIJCOSX def2/J DEFGRID3
* xyz 0 1
O -0.93 -2.35 -3.15
O -2.31 -1.46 -1.79
O 0.66 -3.81 -0.36
N -1.06 -2.62 0.74
N -1.22 -1.62 -2.26
C -1.44 -0.23 0.35
C -0.18 -3.08 0.01
C -0.14 -0.25 -0.49
C -1.72 -1.40 0.96
C -0.09 -0.96 -1.64
C 1.04 0.39 0.20
H 1.22 -0.23 1.06
H -2.04 0.60 0.72
H 0.97 1.48 0.40
H 1.02 -0.98 -1.98
H 1.94 0.28 -0.51
H -2.40 -1.45 1.72
*
```

---

# C6H6N2S

One molecule with the formula C6H6N2S in a non-equilibrium geometry (ωB97M-V/def2-TZVPD, OMol25).

LUMO level: 0.50 eV
E: -20132.53146 eV
orbital gap: 9.719 eV
energy relative to the best compared isomer or geometry (same formula, charge and spin): 1.120 eV
SMILES: N#CNCc1cccs1
molecular weight: 138.20 g/mol

```
! wB97M-V def2-TZVPD RIJCOSX def2/J DEFGRID3
* xyz 0 1
S -0.99 -1.58 -0.60
N 2.00 0.72 -0.26
N 2.88 -0.81 1.47
C 2.33 -0.10 0.70
C -0.42 0.06 -0.60
C -1.00 0.76 0.44
C 0.75 0.39 -1.39
C -2.08 0.07 1.05
C -2.15 -1.19 0.57
H -2.66 0.35 1.91
H 0.66 1.30 -1.88
H 1.17 -0.42 -2.04
H 2.86 0.72 -0.89
H -2.89 -1.92 0.79
H -0.47 1.66 0.73
*
```

---

# C6H6N2S

A 2-piece molecular cluster, C6H6N2S overall in a non-equilibrium geometry (ωB97M-V/def2-TZVPD, OMol25).

LUMO level (alpha / beta): -1.90 / -1.90 eV
E: -20128.66133 eV
orbital gap (alpha / beta): 6.136 / 6.140 eV
energy relative to the best compared isomer or geometry (same formula, charge and spin): 4.990 eV
molecular weight: 138.20 g/mol

```
! wB97M-V def2-TZVPD RIJCOSX def2/J DEFGRID3
* xyz 0 1
S -1.90 0.14 -0.27
N 3.13 -1.11 1.02
N 0.77 2.57 -0.81
C -0.25 -1.95 -0.95
C 1.37 0.34 0.00
C 2.26 -0.45 0.57
C -0.49 -0.65 -0.28
C 1.13 1.50 -0.51
C -1.41 1.43 0.99
H -0.04 -1.76 -2.06
H -1.15 -2.55 -0.90
H -0.60 0.98 1.50
H -2.33 1.54 1.62
H -1.06 2.46 0.55
H 0.57 -2.49 -0.48
*
```